(1)
C23H52BrNO5 | ωB97M-V/def2-TZVPD

- Multiplicity: 1
- E_LUMO: 0.640 eV
- HOMO: -0.3419 hartree

Cartesian coordinates (Å):
1 C 0.161 -5.321 0.955
2 C 0.973 -6.694 1.048
3 C 1.980 -6.938 -0.161
4 Br 2.982 -8.667 0.098
5 C 3.106 -5.824 -0.356
6 C 4.269 -5.739 0.756
7 C 4.316 -4.151 1.060
8 C 3.148 -3.396 0.241
9 O 2.725 -2.245 0.430
10 N 2.740 -4.428 -0.684
11 H -0.283 -5.185 -0.092
12 H 0.779 -4.406 1.197
13 H -0.729 -5.438 1.662
14 H 1.494 -6.831 2.044
15 H 0.185 -7.522 0.977
16 H 1.373 -7.093 -1.104
17 H 3.672 -6.161 -1.282
18 H 4.058 -6.291 1.729
19 H 5.269 -5.977 0.262
20 H 4.076 -3.967 2.153
21 H 5.328 -3.660 0.910
22 H 1.918 -4.260 -1.269
23 C 2.079 3.274 0.367
24 C 0.976 2.596 1.162
25 O -0.186 2.312 0.397
26 C -0.013 1.441 -0.711
27 C 0.492 0.061 -0.328
28 H 1.705 4.184 -0.110
29 H 2.916 3.534 1.019
30 H 2.462 2.625 -0.424
31 H 0.661 3.267 1.965
32 H 1.344 1.686 1.648
33 H 0.638 1.904 -1.461
34 H -0.997 1.339 -1.178
35 H 1.494 0.102 0.101
36 H 0.533 -0.587 -1.207
37 H -0.166 -0.396 0.415
38 C -5.213 -4.011 0.976
39 C -3.837 -3.495 1.363
40 O -3.015 -3.179 0.251
41 C -3.490 -2.170 -0.626
42 C -3.671 -0.830 0.055
43 H -5.126 -4.872 0.309
44 H -5.774 -4.307 1.865
45 H -5.796 -3.250 0.451
46 H -3.315 -4.277 1.921
47 H -3.915 -2.634 2.036
48 H -4.411 -2.495 -1.122
49 H -2.739 -2.064 -1.413
50 H -4.446 -0.863 0.824
51 H -3.960 -0.067 -0.672
52 H -2.740 -0.523 0.538
53 C 7.789 5.939 0.968
54 C 6.889 4.735 0.748
55 O 5.505 5.039 0.820
56 C 5.015 5.977 -0.126
57 C 5.194 5.536 -1.568
58 H 7.555 6.425 1.918
59 H 8.839 5.636 0.975
60 H 7.663 6.686 0.180
61 H 7.086 4.003 1.535
62 H 7.121 4.238 -0.201
63 H 5.466 6.960 0.045
64 H 3.946 6.089 0.075
65 H 6.249 5.454 -1.838
66 H 4.733 6.257 -2.247
67 H 4.736 4.557 -1.730
68 C -8.506 3.440 -1.081
69 C -7.416 2.728 -0.297
70 O -6.520 1.989 -1.113
71 C -5.783 2.729 -2.075
72 C -4.891 3.797 -1.469
73 H -9.055 2.731 -1.706
74 H -9.207 3.930 -0.402
75 H -8.093 4.205 -1.742
76 H -7.886 2.007 0.377
77 H -6.864 3.430 0.336
78 H -6.459 3.157 -2.824
79 H -5.156 2.006 -2.604
80 H -5.472 4.573 -0.967
81 H -4.294 4.280 -2.246
82 H -4.216 3.360 -0.728

Results of the Mulliken charge analysis, in e, for atoms 1 through 4:
1 C -0.726
2 C -0.408
3 C -0.472
4 Br -0.153

---

(2)
C4H10O2 | ωB97M-V/def2-TZVPD

- Multiplicity: 1
- E_LUMO: 0.681 eV
- Energy relative to the best compared isomer or geometry (same formula, charge and spin): 64.1 kcal/mol
- HOMO: -0.3636 hartree

Cartesian coordinates (Å):
1 C -0.473 0.658 0.067
2 C -0.495 -0.661 0.951
3 C 0.738 -1.644 0.565
4 C -1.766 -1.598 0.935
5 O -2.746 -1.452 0.118
6 H 0.478 1.062 -0.183
7 H -1.189 1.307 0.544
8 H -0.865 0.425 -0.984
9 H -0.539 -0.199 1.933
10 H 1.765 -1.132 0.366
11 H 0.711 -2.010 -0.417
12 H 1.030 -2.309 1.558
13 H -1.813 -2.271 1.819
14 O 1.823 3.131 -2.677
15 H 2.434 3.594 -2.036
16 H 0.906 3.098 -2.560

Results of the Mulliken charge analysis, in e, for atoms 1 through 4:
1 C -1.367
2 C 0.434
3 C -1.217
4 C -0.017

---

(3)
C2H5N3O | ωB97M-V/def2-TZVPD

- Multiplicity: 1
- E_LUMO: 0.471 eV
- Energy relative to the best compared isomer or geometry (same formula, charge and spin): 107.2 kcal/mol
- HOMO: -0.3509 hartree

Cartesian coordinates (Å):
1 C 1.137 0.132 -0.149
2 C -0.885 -1.051 0.167
3 H -2.072 1.060 -0.413
4 H -0.854 1.926 1.118
5 H 1.354 1.154 -0.712
6 H 2.812 -0.641 -0.177
7 H -0.214 -1.967 0.238
8 N -0.819 1.353 -0.070
9 N -0.226 0.086 0.134
10 N 1.873 -0.927 0.038
11 O -2.108 -1.125 -0.174

Results of the Mulliken charge analysis, in e, for atoms 1 through 4:
1 C 0.147
2 C 0.036
3 H 0.366
4 H 0.277

---

(4)
C2H7NS3 | ωB97M-V/def2-TZVPD

- Multiplicity: 1
- E_LUMO: -2.002 eV
- Energy relative to the best compared isomer or geometry (same formula, charge and spin): 36.3 kcal/mol
- HOMO: -0.3003 hartree

Cartesian coordinates (Å):
1 C -0.871 1.275 0.904
2 C 0.191 -0.816 1.182
3 N -1.017 -0.114 1.028
4 S 1.870 -0.962 -2.121
5 S -1.439 -0.592 -1.768
6 S 0.214 0.366 -2.098
7 H -1.851 1.733 0.773
8 H -0.375 1.707 1.784
9 H -0.216 1.543 0.044
10 H 0.949 -0.533 0.428
11 H 0.649 -0.578 2.153
12 H 0.003 -1.888 1.134
13 H 1.892 -1.141 -3.442

Results of the Mulliken charge analysis, in e, for atoms 1 through 4:
1 C -0.589
2 C -0.527
3 N -0.288
4 S -0.193

---

(5)
C8H12Cl6O7S | ωB97M-V/def2-TZVPD

- Multiplicity: 1
- E_LUMO: 0.214 eV
- Energy relative to the best compared isomer or geometry (same formula, charge and spin): 32.9 kcal/mol
- HOMO: -0.4032 hartree

Cartesian coordinates (Å):
1 C 1.743 -4.423 -0.799
2 C 2.760 -3.234 -0.427
3 C 4.057 -3.087 -1.226
4 O 4.077 -1.715 -1.527
5 C 2.830 -1.203 -1.320
6 O 2.478 -0.074 -1.701
7 O 2.049 -2.048 -0.663
8 H 2.152 -5.419 -0.636
9 H 1.360 -4.427 -1.820
10 H 0.858 -4.413 -0.163
11 H 2.969 -3.220 0.643
12 H 4.034 -3.591 -2.193
13 H 4.956 -3.365 -0.675
14 O -2.437 5.973 3.491
15 S -2.891 4.604 3.114
16 O -4.029 4.000 3.823
17 O -2.881 4.434 1.486
18 C -1.541 4.427 0.883
19 C -0.591 3.969 2.040
20 O -1.504 3.621 3.087
21 H -1.532 3.603 0.169
22 H -1.230 5.381 0.458
23 H 0.044 4.770 2.420
24 H 0.058 3.098 1.951
25 Cl -3.429 -0.390 -4.910
26 C -1.653 -0.124 -4.825
27 Cl -1.029 0.879 -6.176
28 Cl -0.971 -1.800 -4.921
29 H -1.454 0.325 -3.852
30 Cl -0.195 -1.204 3.380
31 C -1.881 -1.241 2.927
32 Cl -2.577 -2.816 3.104
33 Cl -2.150 -0.648 1.221
34 H -2.449 -0.639 3.637

Results of the Mulliken charge analysis, in e, for atoms 1 through 4:
1 C -1.315
2 C 0.339
3 C -0.343
4 O -0.326

---

(6)
C36H92N4O12S2 | ωB97M-V/def2-TZVPD

- Multiplicity: 1
- E_LUMO: 0.092 eV
- HOMO: -0.3434 hartree

Cartesian coordinates (Å):
1 O -5.314 0.449 1.776
2 S -5.970 0.002 0.502
3 O -7.375 -0.468 0.570
4 C -5.726 1.245 -0.866
5 C -4.290 0.970 -1.381
6 C -4.229 -0.562 -1.450
7 C -4.693 -1.263 -0.191
8 H -5.865 2.257 -0.484
9 H -6.431 1.158 -1.692
10 H -4.059 1.359 -2.372
11 H -3.564 1.426 -0.708
12 H -3.186 -0.765 -1.694
13 H -4.663 -0.916 -2.385
14 H -3.862 -1.418 0.497
15 H -5.195 -2.231 -0.199
16 O 3.206 7.319 -3.270
17 S 2.844 6.850 -1.878
18 O 2.741 7.665 -0.727
19 C 1.225 6.028 -2.032
20 C 1.466 4.725 -2.734
21 C 2.698 4.034 -2.062
22 C 3.595 5.222 -1.496
23 H 0.512 6.681 -2.536
24 H 0.867 5.715 -1.051
25 H 0.569 4.134 -2.545
26 H 1.632 4.799 -3.809
27 H 3.183 3.394 -2.800
28 H 2.346 3.567 -1.143
29 H 4.671 5.311 -1.643
30 H 3.533 5.236 -0.408
31 C 2.451 -5.159 5.233
32 O 1.261 -5.958 4.928
33 C 0.404 -5.243 3.994
34 C 1.101 -4.669 2.699
35 C 0.094 -4.298 1.664
36 N 1.877 -5.726 2.030
37 H 3.102 -5.642 5.961
38 H 2.254 -4.115 5.477
39 H 3.248 -5.152 4.489
40 H -0.410 -5.908 3.707
41 H -0.111 -4.372 4.398
42 H 1.797 -3.883 2.992
43 H -0.589 -3.509 1.982
44 H -0.497 -5.184 1.431
45 H 0.674 -3.867 0.848
46 H 1.426 -6.162 1.238
47 H 1.900 -6.446 2.737
48 C 5.259 -3.185 4.204
49 O 5.851 -2.402 3.084
50 C 5.706 -3.165 1.849
51 C 4.342 -2.837 1.115
52 C 3.873 -3.799 0.065
53 N 4.363 -1.542 0.376
54 H 5.719 -2.807 5.117
55 H 5.620 -4.210 4.115
56 H 4.180 -3.106 4.078
57 H 6.389 -2.828 1.069
58 H 5.715 -4.249 1.967
59 H 3.529 -2.469 1.741
60 H 2.942 -3.465 -0.394
61 H 3.628 -4.777 0.480
62 H 4.645 -3.791 -0.704
63 H 4.517 -0.825 1.070
64 H 5.189 -1.618 -0.199
65 C 1.760 -5.479 -2.533
66 O 0.643 -5.641 -1.675
67 C -0.536 -6.033 -2.269
68 C -1.429 -4.829 -2.845
69 C -1.712 -3.798 -1.693
70 N -2.787 -5.290 -3.168
71 H 2.591 -5.429 -1.830
72 H 1.630 -4.540 -3.072
73 H 2.002 -6.348 -3.145
74 H -0.328 -6.681 -3.120
75 H -1.029 -6.494 -1.413
76 H -0.928 -4.339 -3.680
77 H -2.204 -4.214 -0.814
78 H -2.307 -2.928 -1.970
79 H -0.748 -3.464 -1.311
80 H -2.778 -5.934 -3.945
81 H -3.367 -4.574 -3.583
82 C -3.285 5.357 -3.480
83 O -2.351 5.061 -2.480
84 C -2.985 5.056 -1.127
85 C -1.992 4.796 0.014
86 C -1.345 3.424 -0.150
87 N -2.462 4.927 1.395
88 H -3.863 6.222 -3.153
89 H -3.897 4.465 -3.613
90 H -2.896 5.592 -4.471
91 H -3.505 5.992 -0.918
92 H -3.708 4.241 -1.105
93 H -1.154 5.471 -0.159
94 H -2.003 2.636 0.216
95 H -0.377 3.346 0.346
96 H -1.199 3.318 -1.225
97 H -3.104 4.204 1.687
98 H -2.953 5.744 1.730
99 C -1.774 -1.527 -7.178
100 C -0.862 -0.580 -6.357
101 C -0.739 -1.216 -4.947
102 O 0.508 -0.478 -6.818
103 H -1.715 -1.423 -8.262
104 H -2.809 -1.361 -6.881
105 H -1.509 -2.562 -6.962
106 H -1.296 0.417 -6.429
107 H -0.361 -2.238 -4.939
108 H -1.638 -1.211 -4.331
109 H 0.010 -0.656 -4.388
110 H 0.402 -0.745 -7.734
111 C 2.072 3.804 4.478
112 C 2.614 4.527 3.247
113 C 1.777 4.287 1.962
114 O 2.625 5.872 3.654
115 H 2.079 2.751 4.197
116 H 1.035 4.096 4.645
117 H 2.628 3.979 5.399
118 H 3.602 4.128 3.017
119 H 1.938 3.328 1.470
120 H 2.085 4.984 1.183
121 H 0.689 4.289 2.012
122 H 1.765 6.291 3.577
123 C -0.276 0.313 0.507
124 C 0.833 -0.589 0.143
125 C 1.391 0.068 -1.153
126 O 1.746 -0.428 1.168
127 H 0.127 1.306 0.703
128 H -0.703 0.031 1.470
129 H -1.113 0.262 -0.190
130 H 0.409 -1.592 0.093
131 H 0.687 0.091 -1.985
132 H 2.131 -0.660 -1.485
133 H 1.837 1.040 -0.942
134 H 2.547 -0.881 0.896
135 C -2.861 0.800 4.618
136 C -2.847 2.277 4.370
137 C -1.428 2.690 4.080
138 O -3.711 2.492 3.307
139 H -2.431 0.290 3.756
140 H -3.801 0.264 4.750
141 H -2.275 0.645 5.525
142 H -3.229 2.880 5.193
143 H -0.983 2.033 3.333
144 H -0.728 2.677 4.916
145 H -1.385 3.722 3.732
146 H -4.571 2.117 3.508

Results of the Mulliken charge analysis, in e, for atoms 1 through 4:
1 O -0.495
2 S 0.905
3 O -0.671
4 C -1.013

---

(7)
CH2BrN | ωB97M-V/def2-TZVPD

- Multiplicity: 1
- E_LUMO: 0.916 eV
- Energy relative to the best compared isomer or geometry (same formula, charge and spin): 4.3 kcal/mol
- HOMO: -0.3857 hartree

Cartesian coordinates (Å):
1 H 1.412 -0.738 0.065
2 N 0.448 -0.843 0.015
3 C -0.196 0.240 0.012
4 Br -2.080 0.158 0.007
5 H 0.416 1.183 -0.099

Results of the Mulliken charge analysis, in e, for atoms 1 through 4:
1 H 0.251
2 N -0.485
3 C 0.035
4 Br -0.129

---

Q: Among the records above, which one has the lowest E_LUMO?
A: C2H7NS3

---

Q: multiplicity of number 2 (C4H10O2)?
A: 1

---

Q: Which of these has the lowest E_LUMO?
A: C2H7NS3

---

Q: multiplicity of number 1 (C23H52BrNO5)?
A: 1